{
  "formula": "C5H8O",
  "method": "ωB97M-V with the def2-TZVPD basis set",
  "species": ["C", "C", "O", "C", "C", "C", "H", "H", "H", "H", "H", "H", "H", "H"],
  "coordinates": [[-1.643640, -0.657193, 0.174947], [-0.761405, 0.467019, -0.334790], [-0.237396, 1.318583, 0.725889], [1.089492, 1.047824, 0.270319], [1.429671, -0.450745, 0.272134], [0.651481, 0.151218, -0.832809], [-2.553458, -0.254867, 0.632853], [-1.132821, -1.272421, 0.921355], [-1.936025, -1.299645, -0.662786], [-1.301678, 1.073026, -1.068200], [1.969399, 1.447157, 0.701840], [2.475262, -0.672871, 0.021613], [1.018918, -1.049170, 1.069519], [0.959220, 0.101281, -1.865256]],
  "forces_ev_per_a": [[0.0, 0.0, 0.0], [-0.1, -0.1, -0.2], [0.4, -0.3, 0.2], [0.2, -1.3, 0.8], [-0.1, -0.4, 0.3], [-0.1, -0.1, -0.5], [0.2, 0.0, -0.1], [-0.1, 0.1, -0.1], [0.0, 0.1, 0.1], [0.0, 0.1, 0.1], [0.3, 2.0, -0.4], [-0.4, 0.3, 0.2], [-0.3, -0.3, -0.2], [-0.1, 0.0, -0.1]],
  "homo_ev": -8.726,
  "total_charge": 0
}

***

{
  "formula": "C5H8O",
  "method": "ωB97M-V with the def2-TZVPD basis set",
  "species": ["C", "C", "C", "C", "O", "C", "H", "H", "H", "H", "H", "H", "H", "H"],
  "coordinates": [[-0.529230, 1.708541, 0.232417], [-0.629619, 0.153336, -0.106637], [0.423010, -0.541348, -1.110018], [0.826140, -1.521428, -0.002553], [1.285161, -0.725810, 1.077126], [-0.128426, -0.927550, 0.934065], [0.445828, 1.907608, 0.638899], [-1.314461, 2.058170, 0.944887], [-0.733949, 2.344683, -0.656528], [-1.653124, 0.409791, -0.313476], [1.238356, 0.153024, -1.314187], [0.138340, -1.051173, -2.046060], [1.216180, -2.544106, -0.068779], [-0.584206, -1.423737, 1.790846]],
  "forces_ev_per_a": [[0.6, -0.3, 0.2], [0.6, 1.1, 0.4], [0.0, 0.5, 0.0], [-0.2, 0.1, -0.2], [0.0, 0.2, 0.2], [-0.5, 0.4, 0.2], [0.4, 0.6, 0.2], [0.6, -0.7, -0.2], [0.5, -0.7, 0.2], [-1.1, -2.6, -0.8], [0.1, -0.1, -0.3], [-0.5, 0.5, 0.5], [-0.3, 0.5, -0.1], [-0.2, 0.4, -0.3]],
  "homo_ev": -9.897,
  "total_charge": 0,
  "smiles": "C[C@H]1C[C@H]2O[C@@H]12"
}

***

{
  "formula": "C5H8O",
  "method": "ωB97M-V with the def2-TZVPD basis set",
  "species": ["O", "C", "C", "C", "C", "C", "H", "H", "H", "H", "H", "H", "H", "H"],
  "coordinates": [[2.386517, 0.159249, -0.564377], [1.741728, 0.580164, 0.511048], [0.416190, -0.033967, 0.661300], [-0.212056, -1.116226, -0.233859], [-1.490297, -0.252797, -0.304314], [-0.678163, 0.969513, 0.176962], [3.160096, 0.719651, -0.444938], [0.308349, -0.218223, 1.733929], [0.311277, -1.181649, -1.192225], [-0.294041, -2.114956, 0.202688], [-1.990759, -0.165961, -1.272053], [-2.222417, -0.557280, 0.449932], [-0.322830, 1.585924, -0.657212], [-1.113589, 1.626554, 0.933115]],
  "forces_ev_per_a": [[-0.1, 0.4, 0.7], [-0.2, 0.1, 0.2], [0.2, 0.1, 0.3], [0.1, -0.2, -0.1], [-0.2, -0.1, -0.1], [-0.1, 0.2, 0.0], [0.6, -0.3, -0.9], [-0.2, -0.1, -0.1], [-0.1, 0.0, 0.1], [0.0, 0.1, -0.1], [0.0, 0.0, 0.1], [0.1, 0.0, -0.1], [0.0, -0.2, 0.1], [0.0, -0.1, -0.1]],
  "homo_ev": -8.291,
  "total_charge": 0
}

***

{
  "formula": "C5H8O",
  "method": "ωB97M-V with the def2-TZVPD basis set",
  "species": ["C", "C", "C", "O", "H", "H", "H", "H", "H", "H", "C", "C", "H", "H"],
  "coordinates": [[-0.389914, -1.811283, -0.074605], [-1.658438, 0.212171, 0.122330], [-1.848362, 1.499604, -0.109036], [-0.377127, -0.404429, 0.071486], [-2.483517, -0.452521, 0.357460], [-0.777181, -2.284093, 0.832688], [0.640243, -2.126359, -0.232063], [-0.999558, -2.125512, -0.926928], [-1.016467, 2.143410, -0.340265], [-2.830968, 1.930948, -0.046351], [2.381668, 0.672952, 0.143931], [3.530837, 1.001921, 0.075297], [4.553546, 1.231790, -0.012090], [1.275237, 0.511402, 0.138145]],
  "forces_ev_per_a": [[-0.2, -0.2, 0.1], [1.1, -0.8, -0.2], [0.5, -0.3, 0.1], [-1.9, 1.2, 0.0], [0.1, -0.2, 0.0], [0.0, 0.0, 0.0], [0.0, 0.1, 0.0], [0.1, 0.1, 0.0], [0.1, 0.1, -0.1], [-0.2, 0.0, 0.1], [-1.6, 0.2, -0.1], [-0.2, -0.3, 0.0], [0.5, 0.1, 0.0], [1.7, 0.0, 0.1]],
  "homo_ev": -9.426,
  "total_charge": 0,
  "smiles": "C=COC.C#C"
}

***

{
  "formula": "C5H8O",
  "method": "ωB97M-V with the def2-TZVPD basis set",
  "species": ["O", "C", "C", "C", "C", "C", "H", "H", "H", "H", "H", "H", "H", "H"],
  "coordinates": [[-1.771207, 0.920033, 1.016660], [-0.870699, 0.689939, -0.015977], [0.273434, 1.495793, -0.482703], [0.628092, 0.282277, 0.352059], [0.993365, -1.105062, -0.002430], [0.067522, -1.928475, -0.483757], [-1.231446, 0.853908, 1.806118], [-1.465967, 0.297144, -0.860305], [0.435363, 2.435739, 0.026720], [0.465845, 1.469397, -1.546557], [1.186897, 0.623634, 1.250368], [1.967104, -1.504006, 0.284337], [0.278809, -2.943809, -0.776200], [-0.957106, -1.586510, -0.568332]],
  "forces_ev_per_a": [[0.2, 0.8, 0.4], [0.7, -0.3, 0.1], [0.1, 0.6, -0.3], [-0.9, -0.2, 0.0], [-0.2, -0.2, -0.3], [0.1, -0.2, 0.0], [-0.3, 0.1, 0.4], [0.9, -0.5, 0.6], [0.3, 0.1, -0.1], [-0.1, 0.2, -0.1], [-1.3, -0.2, -0.1], [0.0, 0.3, -0.4], [0.1, -0.2, 0.1], [0.2, -0.2, -0.2]],
  "homo_ev": -8.814,
  "total_charge": 0,
  "smiles": "C=C[C@H]1C[C@@H]1O"
}

***

{
  "formula": "C5H8O",
  "method": "ωB97M-V with the def2-TZVPD basis set",
  "species": ["C", "C", "C", "C", "O", "C", "H", "H", "H", "H", "H", "H", "H", "H"],
  "coordinates": [[-1.028107, 1.216992, -0.564100], [-0.707079, -0.172772, 0.014267], [0.516808, -0.779988, -0.734553], [1.341987, -0.617215, 0.531384], [1.155520, 0.662914, 1.138512], [0.155936, -0.319452, 1.328479], [-0.114830, 1.759790, -0.828940], [-1.637976, 1.870451, 0.066198], [-1.579503, 1.058616, -1.502334], [-1.608857, -0.787691, -0.008385], [0.859152, -0.272164, -1.639393], [0.357781, -1.844931, -0.933393], [2.284400, -1.082417, 0.787907], [0.004769, -0.692132, 2.344351]],
  "forces_ev_per_a": [[0.0, 0.0, 0.1], [-0.1, -0.2, 0.1], [0.1, 0.0, -0.2], [0.4, -0.2, -0.2], [0.4, 0.2, -0.1], [-0.3, 0.4, 0.0], [-0.1, -0.1, 0.2], [0.0, -0.2, 0.1], [0.1, 0.0, 0.2], [0.2, -0.1, 0.0], [-0.1, 0.0, 0.0], [0.1, 0.1, 0.0], [-0.2, -0.2, 0.1], [-0.5, 0.4, -0.3]],
  "homo_ev": -9.778,
  "total_charge": 0,
  "smiles": "C[C@H]1C[C@H]2O[C@@H]12"
}

***

{
  "formula": "C5H8O",
  "method": "ωB97M-V with the def2-TZVPD basis set",
  "species": ["O", "C", "C", "C", "C", "C", "H", "H", "H", "H", "H", "H", "H", "H"],
  "coordinates": [[1.382037, 1.688053, 0.787853], [1.383336, 1.150357, -0.422703], [1.141151, -0.334401, -0.231432], [-0.372870, -0.471372, -0.296209], [-1.098158, -0.405268, 1.022612], [-1.004515, -0.580472, -1.464125], [1.475004, 2.646152, 0.675139], [1.520715, -0.707810, 0.730187], [1.610859, -0.878671, -1.054974], [-1.124510, -1.396564, 1.492102], [-2.128888, -0.059892, 0.899310], [-0.586016, 0.268935, 1.717398], [-0.459344, -0.632369, -2.403061], [-2.089715, -0.631135, -1.519032]],
  "forces_ev_per_a": [[0.0, 0.1, -0.4], [0.0, -0.2, 0.4], [0.1, 0.0, -0.1], [-0.2, 0.0, -0.1], [0.0, 0.0, 0.0], [0.1, 0.0, 0.1], [0.0, -0.1, 0.1], [0.0, 0.1, -0.1], [-0.1, 0.1, 0.1], [0.1, 0.1, 0.0], [0.1, -0.1, 0.0], [-0.1, -0.1, -0.1], [-0.1, 0.0, 0.2], [0.2, 0.0, 0.0]],
  "homo_ev": -8.581,
  "total_charge": 0
}

***

{
  "formula": "C5H8O",
  "method": "ωB97M-V with the def2-TZVPD basis set",
  "species": ["O", "C", "C", "C", "C", "C", "H", "H", "H", "H", "H", "H", "H", "H"],
  "coordinates": [[0.871115, 0.130233, 1.920374], [-0.188735, 0.456234, 1.073319], [0.486984, 1.054201, -0.397762], [-0.357234, -0.032800, -1.014931], [0.064857, -1.388880, -0.537803], [-0.898197, -0.595890, 0.280195], [1.259131, 0.644930, 1.141563], [-0.839549, 1.228742, 1.493544], [1.559832, 1.011493, -0.741667], [0.169222, 2.085034, -0.544861], [-0.925630, 0.107154, -1.918156], [1.074545, -1.559590, -0.164871], [-0.366481, -2.225004, -1.077893], [-1.909860, -0.915856, 0.488949]],
  "forces_ev_per_a": [[0.7, 0.8, -1.0], [-0.4, 1.0, -1.7], [-1.0, 0.0, 0.3], [-0.4, -0.1, -0.6], [0.0, -0.1, -0.1], [-0.4, -0.1, 0.0], [2.5, -1.0, 2.6], [-0.1, -0.1, -0.1], [-0.6, -0.2, 1.0], [-0.3, -0.1, -0.1], [0.0, -0.2, -0.2], [-0.2, 0.1, -0.1], [0.0, 0.1, 0.1], [0.1, -0.1, 0.0]],
  "homo_ev": -9.684,
  "total_charge": 0,
  "smiles": "O[C@H]1C[C@H]2C[C@H]21"
}

***

{
  "formula": "C5H8O",
  "method": "ωB97M-V with the def2-TZVPD basis set",
  "species": ["C", "C", "C", "C", "C", "O", "H", "H", "H", "H", "H", "H", "H", "H"],
  "coordinates": [[1.709785, 1.391762, -0.303903], [1.394004, -0.206762, -0.538363], [0.081677, -0.077114, -0.057958], [-0.864176, 0.341770, -1.180951], [-0.252884, -0.064310, 1.355623], [0.982420, 2.277371, -0.531806], [1.658193, -0.223566, -1.662382], [2.234260, -0.636210, 0.032320], [-0.971373, 1.418252, -1.234860], [-1.929389, 0.054065, -1.099321], [-0.333711, -0.040156, -2.084089], [-0.895246, -0.901864, 1.606167], [-0.616100, 1.029513, 1.608184], [0.684451, -0.246759, 1.874542]],
  "forces_ev_per_a": [[0.7, 3.1, -0.1], [0.2, -1.8, -0.2], [0.0, -1.5, -3.4], [0.4, -0.9, 0.5], [0.5, 1.9, 0.5], [0.4, 0.6, 0.1], [-0.8, -0.2, 1.8], [-0.8, -0.1, -0.1], [0.6, 0.7, 0.0], [0.7, -0.6, 0.0], [-1.3, 0.5, 0.3], [-0.7, 0.4, 0.2], [0.2, -2.2, 0.0], [0.0, 0.2, 0.5]],
  "homo_ev": [-7.339, -7.338],
  "total_charge": 0
}

***

{
  "formula": "C5H8O",
  "method": "ωB97M-V with the def2-TZVPD basis set",
  "species": ["C", "C", "C", "C", "C", "O", "H", "H", "H", "H", "H", "H", "H", "H"],
  "coordinates": [[0.495071, 0.887677, 0.479792], [1.299749, 1.453470, 1.374106], [0.057657, 1.070781, -0.913648], [-0.691131, 0.020528, 0.019118], [-0.422870, -1.455875, 0.015630], [-1.247715, -1.942356, -1.089183], [1.576610, 1.101507, 2.328022], [1.953480, 2.233640, 0.891581], [-0.527202, 1.993249, -0.959555], [0.583642, 0.667649, -1.797590], [-1.672179, 0.386868, 0.162938], [-0.766930, -1.883903, 0.997056], [0.583243, -1.625608, -0.151490], [-1.221425, -2.907628, -1.356777]],
  "forces_ev_per_a": [[-1.3, -0.1, -0.1], [0.8, 0.5, -2.8], [-0.4, -1.1, 0.7], [2.9, 1.5, 0.2], [-3.5, 0.0, -0.5], [0.0, -1.3, -0.3], [-0.3, -0.2, 1.1], [-0.5, -0.8, 0.9], [0.1, -0.4, -0.8], [-0.1, 0.6, 0.6], [-0.9, -0.1, 0.8], [0.4, 0.2, -0.9], [2.1, -0.6, -0.3], [0.5, 1.7, 1.1]],
  "homo_ev": -9.604,
  "total_charge": 0,
  "smiles": "C=C1C[C@H]1CO"
}

***

{
  "formula": "C5H8O",
  "method": "ωB97M-V with the def2-TZVPD basis set",
  "species": ["C", "C", "C", "O", "C", "C", "H", "H", "H", "H", "H", "H", "H", "H"],
  "coordinates": [[0.259127, -0.285744, -1.668583], [0.060280, -0.009658, -0.209536], [1.286109, 0.216128, 0.643541], [1.011392, 0.342114, 2.009600], [-1.206017, 0.058703, 0.348433], [-2.475884, 0.376037, 0.385958], [-0.142966, 0.561621, -2.238807], [-0.297848, -1.171104, -1.986699], [1.312806, -0.427758, -1.926318], [-0.710657, -0.823367, 0.952324], [2.005409, -0.605104, 0.538226], [1.776827, 1.119313, 0.235580], [0.300989, 0.993972, 2.105503], [-3.179567, -0.345150, 0.810778]],
  "forces_ev_per_a": [[0.0, -0.1, 0.0], [-0.1, 0.0, 0.0], [0.1, -0.1, -0.2], [-0.1, 0.2, 0.0], [-0.2, 0.2, -0.2], [0.3, -0.2, 0.0], [0.0, -0.1, 0.1], [0.1, 0.1, 0.1], [-0.1, 0.0, 0.1], [0.0, -0.2, 0.1], [-0.1, 0.1, 0.0], [-0.1, -0.1, 0.0], [0.1, -0.1, 0.1], [0.1, 0.1, 0.0]],
  "homo_ev": -7.746,
  "total_charge": 0
}

***

{
  "formula": "C5H8O",
  "method": "ωB97M-V with the def2-TZVPD basis set",
  "species": ["C", "C", "C", "C", "C", "O", "H", "H", "H", "H", "H", "H", "H", "H"],
  "coordinates": [[1.110367, 0.371828, -0.653027], [0.264873, 0.998919, 0.472595], [-1.163522, 0.460245, 0.292828], [-0.760603, -0.940557, -0.202171], [0.731895, -0.857008, 0.176855], [0.800441, -0.015400, 1.367863], [0.733506, 0.391489, -1.681630], [2.163511, 0.638806, -0.567919], [0.388612, 2.036889, 0.784834], [-1.647140, 0.418822, 1.272991], [-1.805277, 1.007546, -0.399298], [-1.335318, -1.775490, 0.194796], [-0.790491, -0.952806, -1.296065], [1.309140, -1.783285, 0.237348]],
  "forces_ev_per_a": [[0.1, 0.1, -0.2], [-0.1, 0.4, 0.0], [-0.1, 0.1, -0.1], [-0.1, -0.2, -0.1], [0.1, -0.3, -0.1], [-0.1, -0.2, 0.1], [0.2, 0.2, 0.2], [-0.1, 0.0, 0.0], [0.1, -0.2, 0.2], [0.1, 0.1, -0.2], [0.1, 0.0, 0.0], [0.1, 0.1, 0.1], [-0.3, -0.4, 0.2], [0.0, 0.3, 0.0]],
  "homo_ev": -9.669,
  "total_charge": 0
}

***

ΔE to the lowest compared entry with this formula, charge and spin values, unit eV, following the record order: 2.862; 3.215; 3.437; 3.737; 2.865; 2.482; 3.168; 3.635; 3.661; 3.115; 5.449; 1.681.
DFT total energy values, unit Ha, following the record order: -270.452705; -270.439742; -270.431575; -270.420550; -270.452604; -270.466680; -270.441476; -270.424309; -270.423353; -270.443424; -270.357658; -270.496133.